(1)
{"formula": "C11H15N", "method": "the ωB97M-V functional and the def2-TZVPD basis", "species": ["C", "C", "C", "N", "C", "C", "C", "C", "C", "C", "H", "H", "H", "H", "H", "H", "H", "H", "H", "C", "C", "H", "H", "H", "H", "H", "H"], "positions_angstrom": [[-0.244350, 1.156790, 1.711991], [-0.708372, -0.058371, 0.998987], [-2.025654, -0.297061, 0.692073], [-2.065069, -1.316189, -0.277090], [-0.778165, -1.513973, -0.744146], [-0.334943, -2.383852, -1.740491], [1.022878, -2.619993, -1.777983], [1.889697, -2.011206, -0.863361], [1.513674, -0.920442, -0.108901], [0.097381, -0.769616, 0.066561], [0.791066, 0.897480, 2.090412], [-0.813198, 1.369457, 2.624617], [-0.164650, 1.961242, 1.033598], [-2.929473, 0.284085, 0.797355], [-2.885497, -1.860820, -0.464205], [-0.980487, -2.943417, -2.387342], [1.310424, -3.302815, -2.604667], [2.979423, -2.151629, -0.900218], [2.120438, -0.191810, 0.414510], [1.167824, 3.923238, 1.256979], [0.224368, 3.871074, 0.026516], [1.894898, 3.106207, 1.214504], [1.583759, 4.931555, 1.298179], [0.700483, 3.952307, 2.246581], [-0.572223, 4.614295, 0.099034], [-0.296322, 2.930936, -0.109796], [0.830364, 3.884004, -0.876891]], "forces_ev_per_a": [[1.65, -1.93, 2.00], [-1.49, 1.77, -0.72], [0.66, -1.35, -0.91], [0.32, 1.40, -0.02], [-0.75, -0.99, 0.58], [0.62, -0.03, 0.74], [-0.72, -0.95, -0.82], [2.24, 1.56, -0.69], [-2.63, -0.35, 0.66], [0.68, -0.70, -0.52], [-0.84, 0.62, -0.29], [-0.12, 0.23, -0.42], [-0.05, 0.49, 0.12], [0.05, -0.15, 0.89], [0.09, 0.00, -0.38], [-0.40, 0.04, -0.24], [0.49, 0.43, 1.01], [-0.51, -0.37, -0.36], [0.59, -0.61, 0.05], [-0.68, 0.63, -0.15], [0.20, -0.34, 0.55], [0.13, 0.51, 0.13], [0.83, -0.23, -0.52], [-0.52, -0.79, -0.25], [0.38, 0.27, -0.41], [-0.15, 0.00, 0.11], [-0.07, 0.83, -0.15]], "e_tot_ev": -13139.1560, "max_force_ev_per_a": 3.2, "smiles": "Cc1c[nH]c2ccccc12.CC"}

(2)
{"formula": "C11H15N", "method": "the ωB97M-V functional and the def2-TZVPD basis", "species": ["C", "C", "C", "C", "C", "C", "C", "C", "C", "C", "C", "N", "H", "H", "H", "H", "H", "H", "H", "H", "H", "H", "H", "H", "H", "H", "H"], "positions_angstrom": [[-2.087535, -1.829576, -1.042444], [-2.272498, -2.091321, 0.353742], [-1.427362, -0.574211, -1.174333], [-1.852123, -0.980372, 0.981772], [1.665311, -1.218098, 0.057911], [-0.869178, 2.381567, 0.432515], [1.834483, 0.075145, 0.022625], [-0.695682, 1.034373, 0.490317], [2.717632, -2.276095, -0.245383], [-2.158195, 3.049426, 0.384425], [2.967928, 1.103925, -0.143338], [-1.373363, -0.073546, 0.129935], [-2.197566, -2.516574, -1.916482], [-2.837251, -2.869988, 0.775192], [-1.020278, 0.012852, -1.961490], [-1.854413, -0.727677, 2.045915], [0.628590, -1.716474, 0.328805], [0.001536, 2.970995, 0.710304], [3.004899, -2.847717, 0.696780], [2.279703, -2.904770, -0.866891], [3.519877, -1.782847, -0.725126], [-2.729576, 3.030352, -0.604773], [-2.935508, 2.676593, 1.088722], [-2.052724, 4.091702, 0.665675], [2.811658, 1.790099, -0.947963], [3.121284, 1.647536, 0.794233], [3.810349, 0.544708, -0.330647]], "forces_ev_per_a": [[1.72, 0.87, -1.67], [-0.44, 0.56, -1.90], [-1.80, -2.12, 1.65], [-0.21, -0.12, 3.07], [-1.68, -1.25, 0.76], [1.13, -3.41, 0.98], [-0.51, 1.62, 0.35], [2.27, 2.71, -0.73], [0.71, 2.41, 4.10], [-3.15, 0.96, -0.82], [-2.85, -0.63, 1.27], [0.15, 0.48, -1.77], [-0.19, 0.67, 1.09], [-0.27, -0.94, 0.47], [0.10, 0.04, -0.50], [-0.04, -0.22, -0.48], [1.86, 1.40, -0.53], [-0.05, -0.06, -0.26], [-0.11, 0.84, -1.18], [-1.73, -3.20, -2.99], [1.28, 0.10, -0.30], [1.10, -0.03, 0.94], [0.75, -0.19, -0.23], [0.06, 0.26, -0.17], [-0.30, 0.41, -0.46], [-0.13, -0.02, -0.18], [2.33, -1.18, -0.52]], "e_tot_ev": -13133.7138, "max_force_ev_per_a": 4.8}

(3)
{"formula": "C11H15N", "method": "the ωB97M-V functional and the def2-TZVPD basis", "species": ["C", "C", "C", "N", "C", "C", "C", "C", "C", "C", "H", "H", "H", "H", "H", "H", "H", "H", "H", "C", "C", "H", "H", "H", "H", "H", "H"], "positions_angstrom": [[-2.211006, 0.548804, -2.041737], [-0.906476, 0.943261, -1.539759], [0.222887, 1.300930, -2.208094], [1.222725, 1.655847, -1.306916], [0.720969, 1.500224, -0.029079], [1.314734, 1.487110, 1.251663], [0.553399, 1.187423, 2.364691], [-0.738903, 0.643083, 2.228665], [-1.342434, 0.558482, 0.995571], [-0.585131, 0.985375, -0.113097], [-2.230609, -0.559078, -2.251687], [-2.583473, 1.050245, -2.947291], [-3.162364, 0.550096, -1.504406], [0.386007, 1.498564, -3.239695], [2.098128, 2.125468, -1.427459], [2.340819, 1.821266, 1.353589], [0.989236, 1.156415, 3.398233], [-1.266763, 0.182523, 3.075464], [-2.363394, 0.201197, 0.833459], [1.672080, -2.199397, 0.142929], [0.272129, -2.543628, 0.573470], [2.360325, -3.044877, 0.295808], [1.707541, -1.668177, -0.805251], [2.165155, -1.604106, 0.926278], [-0.374211, -1.684315, 0.758419], [0.141115, -3.173790, 1.448071], [-0.402484, -2.918947, -0.231841]], "forces_ev_per_a": [[-2.16, -2.29, -2.06], [0.50, 0.43, 1.63], [0.01, 0.86, 0.53], [-0.45, -0.17, 1.35], [-0.40, -1.54, 1.23], [0.36, 1.26, -0.36], [0.34, -1.17, 0.87], [-0.71, -0.27, 0.28], [0.45, 0.63, -0.54], [-0.50, 0.35, -1.41], [0.36, 0.80, -0.35], [0.81, -0.11, -0.16], [0.66, 0.80, 1.36], [-0.02, -0.13, -0.63], [0.04, -0.06, -0.70], [0.06, -0.05, 0.18], [-0.21, 0.27, -1.27], [0.35, 0.61, -0.14], [0.43, -0.09, 0.22], [0.87, -0.17, 1.77], [-2.29, 0.30, -0.88], [-0.38, -0.31, -1.28], [0.29, -0.31, -0.04], [-0.54, 0.76, -0.28], [0.71, 0.53, 0.52], [0.40, -0.25, -0.01], [1.01, -0.70, 0.15]], "e_tot_ev": -13139.6067, "max_force_ev_per_a": 3.8, "smiles": "Cc1c[nH]c2ccccc12.CC"}

(4)
{"formula": "C11H15N", "method": "the ωB97M-V functional and the def2-TZVPD basis", "species": ["C", "C", "C", "N", "C", "C", "C", "C", "C", "C", "H", "H", "H", "H", "H", "H", "H", "H", "H", "C", "C", "H", "H", "H", "H", "H", "H"], "positions_angstrom": [[3.126245, -0.037303, -1.129366], [1.703722, 0.377605, -1.186640], [1.126536, 1.561103, -1.417009], [-0.292548, 1.414973, -1.515252], [-0.634959, 0.113610, -1.278222], [-1.862182, -0.504124, -1.290989], [-1.839650, -1.903432, -0.923578], [-0.635557, -2.553114, -0.568808], [0.576373, -1.936703, -0.673206], [0.649346, -0.595243, -1.042405], [3.113280, -1.076090, -0.922041], [3.487034, 0.530165, -0.239103], [3.733493, 0.024244, -2.002316], [1.628983, 2.378212, -1.887947], [-0.783634, 2.172354, -1.946962], [-2.804188, -0.047819, -1.336318], [-2.654426, -2.431737, -0.650772], [-0.914521, -3.543087, -0.091143], [1.393490, -2.480572, -0.177272], [-0.743798, 0.368550, 2.531281], [-1.295628, 1.785511, 2.544280], [0.192231, 0.353252, 2.198684], [-0.782262, -0.162184, 3.567908], [-1.157047, -0.280678, 1.769652], [-0.682587, 2.514349, 3.197171], [-2.319390, 1.729203, 2.931997], [-1.328368, 2.228950, 1.538387]], "forces_ev_per_a": [[-0.41, 1.05, 1.85], [-0.55, -1.56, -0.31], [-1.48, -0.30, -1.26], [2.20, 0.97, 0.27], [2.12, -0.36, -0.52], [0.66, -3.59, 1.39], [3.47, 3.44, -0.49], [-2.94, -0.83, 0.05], [1.19, -0.35, 1.36], [-2.40, 0.78, -0.16], [0.24, -1.05, 0.63], [0.75, -0.66, -0.82], [0.34, 0.83, -0.72], [-0.08, 0.81, 0.33], [-0.70, -0.27, 0.06], [-0.98, 0.95, -0.39], [-3.07, -1.27, 0.22], [1.47, 1.01, -0.68], [0.15, 0.44, -0.74], [-2.76, -0.80, 2.41], [0.22, 0.75, 0.79], [4.46, 0.22, -0.82], [-0.03, 0.97, -1.83], [-1.08, -0.13, 0.06], [-0.94, -1.27, -0.87], [0.14, 0.45, -0.05], [0.01, -0.22, 0.23]], "e_tot_ev": -13139.0084, "max_force_ev_per_a": 4.9, "smiles": "Cc1c[nH]c2ccccc12.CC"}

(5)
{"formula": "C11H15N", "method": "the ωB97M-V functional and the def2-TZVPD basis", "species": ["C", "C", "C", "N", "C", "C", "C", "C", "C", "C", "H", "H", "H", "H", "H", "H", "H", "H", "H", "C", "C", "H", "H", "H", "H", "H", "H"], "positions_angstrom": [[-0.705128, -2.263921, -2.119264], [-0.144239, -1.852887, -0.768901], [1.004872, -2.339323, -0.384539], [1.203461, -1.995862, 0.996392], [0.261666, -1.052169, 1.360096], [-0.000836, -0.304189, 2.561161], [-0.704064, 0.846800, 2.431164], [-1.377065, 1.170372, 1.232433], [-1.374714, 0.211152, 0.232659], [-0.613752, -0.910950, 0.247592], [-1.577545, -1.690380, -2.361391], [-0.925781, -3.284568, -1.991295], [-0.044984, -2.219202, -3.004972], [1.631912, -3.057620, -0.865044], [2.124019, -2.267700, 1.471629], [0.666801, -0.570723, 3.446892], [-0.758331, 1.585794, 3.155959], [-2.009962, 2.026346, 1.204956], [-1.984759, 0.259266, -0.624990], [0.793794, 3.406740, -1.243389], [1.008273, 3.508963, -2.779480], [-0.210715, 3.626227, -0.931639], [1.071480, 2.424083, -0.838778], [1.417751, 4.167713, -0.790857], [2.015708, 3.945300, -2.990922], [0.197775, 4.051351, -3.202023], [1.069557, 2.451631, -3.269478]], "forces_ev_per_a": [[0.50, 1.14, 0.19], [-1.53, 1.56, -2.23], [1.17, -0.77, 3.49], [2.48, -0.73, 0.12], [-0.75, -0.37, 0.30], [3.44, -1.82, -0.10], [-0.81, 0.16, -1.71], [0.20, -1.83, 0.32], [-1.40, 1.09, -0.27], [2.40, -1.16, 0.83], [-0.66, 0.08, -0.17], [-0.86, -1.33, -0.20], [0.13, 0.33, 0.70], [0.35, -0.19, -0.09], [-2.33, 0.95, -0.73], [-1.22, 0.67, -1.03], [-0.01, 0.88, 1.78], [-0.21, 0.53, -0.24], [-0.88, 0.83, -0.97], [0.81, -0.20, -0.56], [1.42, -2.49, 0.24], [-0.58, -0.07, -0.05], [-0.03, 0.33, -0.09], [0.15, 0.04, 0.40], [-1.02, -0.02, 0.00], [-0.34, 0.57, -0.74], [-0.42, 1.82, 0.80]], "e_tot_ev": -13139.1216, "max_force_ev_per_a": 3.9, "smiles": "Cc1c[nH]c2ccccc12.CC"}

(6)
{"formula": "C11H15N", "method": "the ωB97M-V functional and the def2-TZVPD basis", "species": ["C", "C", "C", "N", "C", "C", "C", "C", "C", "C", "H", "H", "H", "H", "H", "H", "H", "H", "H", "C", "C", "H", "H", "H", "H", "H", "H"], "positions_angstrom": [[-1.458016, 2.686447, 1.907601], [-0.307980, 1.767786, 1.643806], [1.028170, 1.967666, 1.896319], [1.715641, 0.797839, 1.596733], [0.845357, -0.159774, 1.174232], [1.061704, -1.512301, 0.866727], [-0.029098, -2.319797, 0.826498], [-1.345576, -1.756558, 0.784220], [-1.570616, -0.399576, 0.935684], [-0.436100, 0.379181, 1.273878], [-1.355652, 3.218170, 2.853127], [-2.470767, 2.291628, 1.897945], [-1.446633, 3.405091, 1.077195], [1.618351, 2.824854, 2.160818], [2.711642, 0.685802, 1.598660], [2.069018, -1.903985, 0.808015], [-0.001919, -3.382274, 0.624458], [-2.184918, -2.398068, 0.547870], [-2.567989, -0.001459, 1.024894], [0.007169, -0.615482, -2.621322], [1.021312, -0.948352, -3.731820], [0.243681, -1.042753, -1.652502], [0.039433, 0.473755, -2.523003], [-1.024479, -0.842571, -2.872969], [0.493548, -1.300670, -4.621730], [1.672902, -1.783602, -3.462992], [1.671821, -0.131004, -4.012334]], "forces_ev_per_a": [[0.31, 1.02, -0.69], [0.03, -0.82, 1.14], [-0.19, -0.62, -0.80], [0.32, 0.35, -0.23], [-0.18, -0.50, 0.38], [0.75, 0.22, 0.88], [-1.82, 0.05, -1.20], [0.16, 0.31, -0.15], [1.09, -0.74, 1.05], [-0.83, 0.68, -0.90], [0.13, 0.12, -0.08], [0.21, -0.69, -0.02], [-0.20, 0.30, 0.36], [-0.22, 0.27, 0.23], [0.05, 0.13, 0.06], [0.03, -0.08, 0.00], [0.49, -0.03, 0.11], [0.03, -0.14, 0.20], [-0.14, 0.12, -0.32], [0.47, 1.09, -0.33], [-0.41, -1.18, -0.02], [0.04, -0.09, 0.00], [-0.21, -0.05, 0.38], [0.00, -0.32, -0.10], [0.11, 0.23, -0.10], [-0.01, 0.05, 0.14], [-0.02, 0.30, 0.03]], "e_tot_ev": -13140.1926, "max_force_ev_per_a": 2.2, "smiles": "Cc1c[nH]c2ccccc12.CC"}